The following is a quantum chemistry calculation of a single C3H5N3S molecule at a distorted geometry, from OMol25.

Properties
Frontier orbital gap ... 9.19 eV
Relative energy (zero: lowest compared OMol25 entry of this formula, charge and spin) ... 8.3 kcal/mol
LUMO ... 0.794 eV
E ... -679.77205 hartree
Total charge ... 0

Last column: Mulliken charge in e.
Geometry (Å):
1 N 0.01 1.87 0.00  -0.5498
2 C -0.14 0.49 -0.11  0.2374
3 N -1.38 -0.12 -0.11  -0.0584
4 C -1.15 -1.45 -0.05  -0.1526
5 N 0.11 -1.79 -0.12  -0.5896
6 C 0.73 -0.58 -0.10  0.0943
7 S 2.51 -0.42 -0.17  -0.2694
8 H 0.91 2.10 0.37  0.2714
9 H -0.05 2.35 -0.89  0.2521
10 H -2.27 0.39 0.06  0.2608
11 H -2.00 -2.17 0.00  0.3742
12 H 2.71 -0.66 1.13  0.1297